Record 1
This record from the Open Molecules 2025 dataset describes a structure of composition C21H27N3O5S. The level of theory is ωB97M-V/def2-TZVPD.

Calculated values
HOMO-LUMO gap, eV: 8.649
E_HOMO, eV: -8.32

Cartesian coordinates (Å):
C -4.706 -1.298 0.263
H -4.638 -1.240 1.258
H -5.571 -1.545 -0.198
H -3.958 -2.077 -0.119
C -4.385 -0.123 -0.612
C -3.079 0.393 0.050
C -2.076 0.623 -0.722
C -0.752 1.144 -0.559
C -0.563 1.258 0.825
C -1.481 0.935 1.817
C -2.828 0.813 1.382
H -3.655 0.519 1.980
H -1.286 0.890 2.767
S 1.150 1.621 1.578
O 1.970 0.463 0.936
O 0.988 1.736 3.081
N 1.699 2.787 0.849
H 1.532 3.676 1.510
C 3.075 2.971 0.106
C 2.841 1.863 -0.817
O 1.922 1.905 -1.841
N 3.724 0.978 -0.911
C 4.711 0.512 0.045
H 5.672 0.826 0.008
C 4.716 -0.973 -0.242
N 3.461 -1.609 -0.241
C 2.675 -2.220 0.855
O 3.250 -2.102 1.891
C 1.130 -2.278 0.854
C 0.375 -2.355 1.874
C -0.939 -2.346 1.203
C -0.810 -2.493 -0.223
O 0.548 -2.297 -0.396
H -1.493 -2.690 -0.933
H -1.907 -2.607 1.791
H 0.658 -2.060 2.872
C 2.847 -1.252 -1.689
H 1.793 -0.891 -1.120
C 3.611 -0.059 -2.095
H 4.484 -0.297 -2.398
H 3.145 0.289 -2.758
H 2.682 -2.049 -1.955
H 4.932 -1.544 1.013
H 5.342 -1.694 -0.732
H 4.234 0.792 0.882
H 3.328 3.758 -0.330
H 3.851 2.545 0.933
H 0.201 1.190 -1.089
H -2.111 0.763 -2.056
C -5.557 1.182 0.035
H -6.399 0.885 -0.390
H -5.414 1.267 1.015
H -4.989 2.142 -0.550
C -4.443 -0.180 -1.881
H -3.695 -0.915 -2.229
H -5.473 -0.320 -2.037
H -4.338 0.786 -2.551


Record 2
This record from the Open Molecules 2025 dataset describes a cluster of 2 separate species, CH3ClIN in total. The level of theory is ωB97M-V/def2-TZVPD.

Calculated values
HOMO-LUMO gap, eV: 9.196
E_HOMO, eV: -9.45

Cartesian coordinates (Å):
C -0.324 -0.148 -0.752
N 0.432 0.433 1.152
Cl -1.013 1.367 -1.388
I -1.728 -1.714 -0.273
H 0.594 -0.461 -1.097
H 1.239 0.946 0.830
H 0.801 -0.424 1.527


Record 3
This record from the Open Molecules 2025 dataset describes a cluster of 2 separate species, C3H8NP in total. The level of theory is ωB97M-V/def2-TZVPD.

Calculated values
HOMO-LUMO gap, eV: 9.847
E_HOMO, eV: -8.96

Cartesian coordinates (Å):
C 1.915 -0.625 -0.707
C -2.251 -1.076 -0.989
C 2.080 1.083 1.074
N 2.189 0.223 0.041
P -1.480 0.414 -0.590
H -1.500 -1.866 -0.875
H -3.168 -1.318 -0.461
H -2.464 -1.026 -2.081
H 2.899 0.814 1.814
H 1.188 0.879 1.699
H 2.064 2.162 0.871
H -1.356 0.297 0.846
H -0.116 0.038 -0.641


Record 4
This record from the Open Molecules 2025 dataset describes a structure of composition C22H33N3P2PdS. The level of theory is ωB97M-V/def2-TZVPD.

Calculated values
Charge: +2
HOMO-LUMO gap (alpha / beta), eV: 5.967 / 5.212
E_HOMO (alpha / beta), eV: -11.17 / -13.79
Multiplicity: 5
⟨S²⟩: 6.060

Cartesian coordinates (Å):
C -1.434 -4.525 -1.770
C -0.757 -3.308 -1.743
C -1.483 -2.105 -1.984
C -2.893 -2.141 -1.981
C -3.560 -3.377 -2.038
C -2.825 -4.564 -1.947
C -3.561 -0.806 -1.868
C -2.882 0.187 -2.761
C -1.469 0.138 -2.720
C -0.714 1.237 -3.226
C -1.381 2.171 -4.010
C -2.767 2.108 -4.223
C -3.520 1.119 -3.587
H -0.841 -5.438 -1.674
H -4.639 -3.401 -2.203
H -3.322 -5.527 -1.986
H -4.641 -0.854 -2.029
H -0.789 2.936 -4.515
H -3.259 2.829 -4.869
H -4.604 1.031 -3.744
N -0.798 -0.914 -2.120
Pd -0.159 -0.179 0.410
C 0.709 -3.179 -1.479
H 1.234 -2.633 -2.285
H 1.166 -4.172 -1.368
C 0.772 1.283 -2.953
H 1.220 0.301 -3.200
H 1.230 2.084 -3.557
P 0.968 -2.220 0.082
P 1.131 1.665 -1.208
C 1.159 3.453 -1.078
H 1.448 3.704 -0.051
H 1.881 3.864 -1.791
H 0.147 3.813 -1.300
C 2.821 1.064 -0.912
H 3.533 1.806 -1.306
H 3.004 0.943 0.165
H 3.021 0.104 -1.421
C 0.268 -3.312 1.354
H 0.703 -4.315 1.302
H 0.477 -2.865 2.329
H -0.815 -3.375 1.214
C 2.758 -2.420 0.311
H 3.074 -1.901 1.217
H 3.008 -3.483 0.401
H 3.297 -2.009 -0.541
H -3.351 -0.456 -0.796
H -0.185 1.392 -0.431
C -0.371 2.132 5.296
N 0.050 1.111 4.353
C 0.966 1.263 3.393
S 1.284 0.013 2.269
N 1.720 2.405 3.408
C 2.529 2.782 4.578
H 0.077 3.088 5.007
H -0.057 1.896 6.326
H -1.464 2.205 5.265
H -0.507 0.248 4.258
H 2.231 2.502 2.525
H 3.569 2.484 4.390
H 2.516 3.872 4.696
H 2.159 2.310 5.494


Record 5
This record from the Open Molecules 2025 dataset describes a cluster of 2 separate species, C5H7N5 in total. The level of theory is ωB97M-V/def2-TZVPD.

Calculated values
Charge: +2
HOMO-LUMO gap (alpha / beta), eV: 8.578 / 7.209
E_HOMO (alpha / beta), eV: -18.72 / -20.08
Multiplicity: 3
⟨S²⟩: 2.068

Cartesian coordinates (Å):
C -1.934 1.592 -0.037
C 2.670 -0.052 0.877
C -0.692 0.880 0.288
C 2.629 0.941 -0.021
C -2.110 -0.573 1.727
N -2.690 2.248 -0.567
N 2.677 -0.858 1.726
N -0.797 -0.148 1.176
N 3.422 1.452 -0.843
N 0.330 1.458 -0.234
H -2.341 -1.582 1.167
H -2.088 -0.775 2.797
H -2.725 0.284 1.377
H 0.049 -0.649 1.638
H 4.347 0.909 -1.024
H 3.320 2.256 -1.519
H 0.204 2.185 -0.983


Record 6
This record from the Open Molecules 2025 dataset describes a cluster of 2 separate species, C3H7O in total. The level of theory is ωB97M-V/def2-TZVPD.

Calculated values
Charge: -1
HOMO-LUMO gap, eV: 6.137
E_HOMO, eV: -2.00

Cartesian coordinates (Å):
C -0.946 0.004 -0.043
O -0.685 -0.410 1.130
C -2.041 -0.316 -0.830
C 2.873 0.525 -0.087
H -0.169 0.721 -0.388
H -2.637 -1.140 -0.456
H -2.095 -0.044 -1.876
H 3.736 0.497 0.566
H 2.602 1.539 -0.389
H 1.941 0.083 0.261
H 3.097 0.009 -1.026